Entry 1:
One molecule with the formula C6H11N, computed with the ωB97M-V functional and the def2-TZVPD basis.

Positions of all 18 atoms, in Å:
1 C 0.943 1.397 -0.598
2 C 0.651 0.265 0.349
3 C -0.699 0.660 1.014
4 C -1.733 0.108 0.031
5 N -0.932 -0.851 -0.943
6 C 0.216 -1.105 -0.034
7 C 1.634 -0.915 0.276
8 H 1.793 1.257 -1.354
9 H 0.141 1.978 -0.907
10 H 1.582 2.071 0.165
11 H -0.901 0.217 2.054
12 H -0.695 1.858 0.931
13 H -2.572 -0.687 0.296
14 H -2.216 0.933 -0.572
15 H -0.753 -0.219 -1.687
16 H -0.213 -1.625 0.795
17 H 2.411 -0.821 -0.483
18 H 1.878 -1.468 1.136

The energy above the lowest of the compared OMol25 structures with the same formula, charge and spin is 515.15 kJ/mol. As for the calculated total energy: -289.7755 a.u. The LUMO energy comes out at 0.038 Ha. The value obtained for the HOMO energy is -7.710 eV.



Entry 2:
One molecule with the formula C18H18BO5P, computed with the ωB97M-V functional and the def2-TZVPD basis.

Positions of all 43 atoms, in Å:
1 C 4.082 -0.377 0.054
2 C 2.827 0.572 -0.181
3 C 3.213 2.018 0.319
4 C 2.174 3.049 -0.321
5 C 0.817 3.081 0.435
6 C 0.594 3.909 1.638
7 C -0.672 3.911 2.352
8 C -1.793 3.082 1.905
9 C -1.604 2.253 0.722
10 C -0.310 2.256 0.001
11 C -0.243 1.283 -1.226
12 O 0.264 1.558 -2.284
13 C -0.947 -0.099 -0.978
14 C -0.366 -1.369 -1.409
15 C -1.112 -2.602 -1.076
16 P -0.372 -4.238 -1.558
17 O 0.459 -4.705 -0.373
18 C -2.405 -2.596 -0.381
19 B -3.245 -3.936 -0.045
20 O -3.690 -4.848 -1.042
21 O -3.504 -4.202 1.311
22 C -2.981 -1.312 0.048
23 C -2.236 -0.105 -0.252
24 C -2.743 1.309 0.205
25 O -3.895 1.655 0.136
26 H 4.644 -0.516 -0.905
27 H 3.742 -1.397 0.393
28 H 4.741 0.085 0.840
29 H 1.946 0.123 0.353
30 H 2.589 0.592 -1.282
31 H 4.270 2.221 0.014
32 H 3.131 2.112 1.433
33 H 2.675 4.056 -0.285
34 H 2.081 2.784 -1.402
35 H 1.425 4.539 2.037
36 H -0.844 4.542 3.259
37 H -2.768 3.042 2.434
38 H 0.606 -1.408 -1.964
39 H -1.341 -5.248 -1.798
40 H 0.552 -4.062 -2.640
41 H -3.184 -5.663 -0.849
42 H -2.637 -4.107 1.757
43 H -3.940 -1.238 0.605

As for the calculated total energy: -1439.1255 a.u. The LUMO energy comes out at -0.039 Ha. The value obtained for the HOMO energy is -9.485 eV.



Entry 3:
A 2-piece molecular cluster, C3H10N2S overall, computed with the ωB97M-V functional and the def2-TZVPD basis.

Positions of all 16 atoms, in Å:
1 C -0.679 -2.135 -0.481
2 N 0.217 -0.981 -0.591
3 C -0.043 -0.120 -1.475
4 N 0.742 0.960 -1.760
5 H -0.557 -2.793 -1.342
6 H -1.725 -1.837 -0.403
7 H -0.377 -2.677 0.410
8 H -0.870 -0.238 -2.186
9 H 1.340 1.302 -1.020
10 H 0.373 1.674 -2.353
11 C 0.027 1.563 2.051
12 S 1.444 0.411 1.952
13 H 0.322 2.433 2.628
14 H -0.259 1.796 1.027
15 H -0.827 1.108 2.549
16 H 0.873 -0.465 0.993

The energy above the lowest of the compared OMol25 structures with the same formula, charge and spin is 54.10 kJ/mol. As for the calculated total energy: -627.9740 a.u. The LUMO energy comes out at 0.033 Ha. The value obtained for the HOMO energy is -8.320 eV.



Entry 4:
A 10-piece molecular cluster, C48H100F6N2O22 overall, computed with the ωB97M-V functional and the def2-TZVPD basis.

Positions of all 178 atoms, in Å:
1 C 6.637 -6.000 -9.882
2 C 7.075 -6.256 -11.307
3 O 6.794 -5.101 -12.078
4 C 6.287 -5.276 -13.236
5 O 6.148 -6.280 -13.773
6 C 5.856 -3.941 -13.839
7 F 6.256 -2.887 -13.096
8 F 6.447 -3.807 -15.031
9 F 4.526 -3.902 -13.995
10 H 5.561 -5.855 -9.822
11 H 7.141 -5.150 -9.414
12 H 6.942 -6.862 -9.275
13 H 6.540 -7.142 -11.657
14 H 8.133 -6.510 -11.361
15 C 6.099 -0.202 -15.344
16 C 5.867 -0.220 -16.814
17 O 5.946 -1.619 -17.312
18 C 7.090 -2.057 -17.709
19 O 8.085 -1.467 -17.714
20 C 7.066 -3.514 -18.207
21 F 7.998 -4.247 -17.552
22 F 5.885 -4.090 -18.050
23 F 7.388 -3.522 -19.531
24 H 7.105 -0.580 -15.173
25 H 5.348 -0.704 -14.748
26 H 6.137 0.834 -14.999
27 H 6.558 0.413 -17.366
28 H 4.846 0.023 -17.115
29 C 4.541 -1.858 -2.207
30 O 5.533 -0.942 -2.522
31 C 5.322 0.285 -1.878
32 C 6.221 1.320 -2.473
33 O 6.046 1.360 -3.831
34 C 7.137 1.974 -4.511
35 C 6.876 1.967 -6.008
36 O 6.861 0.706 -6.500
37 C 6.873 0.719 -7.897
38 H 4.843 -2.860 -2.509
39 H 3.612 -1.643 -2.767
40 H 4.293 -1.878 -1.135
41 H 5.530 0.192 -0.797
42 H 4.258 0.565 -1.972
43 H 7.241 1.055 -2.141
44 H 6.015 2.293 -2.002
45 H 8.050 1.399 -4.278
46 H 7.312 3.006 -4.163
47 H 7.645 2.601 -6.487
48 H 5.911 2.463 -6.205
49 H 6.105 1.393 -8.311
50 H 6.614 -0.270 -8.268
51 H 7.832 1.072 -8.295
52 C 8.825 3.030 -15.396
53 O 8.358 2.092 -14.402
54 C 7.691 2.605 -13.287
55 C 8.527 3.244 -12.228
56 O 8.946 2.264 -11.320
57 C 9.713 2.825 -10.262
58 C 9.035 3.893 -9.418
59 O 7.730 3.559 -9.154
60 C 7.072 4.577 -8.453
61 H 9.241 2.389 -16.166
62 H 9.602 3.661 -14.959
63 H 7.993 3.637 -15.763
64 H 7.267 1.725 -12.785
65 H 6.865 3.253 -13.607
66 H 7.977 4.039 -11.713
67 H 9.405 3.737 -12.698
68 H 10.655 3.209 -10.715
69 H 10.130 2.035 -9.628
70 H 9.182 4.896 -9.855
71 H 9.648 3.930 -8.492
72 H 7.604 4.862 -7.538
73 H 6.081 4.210 -8.176
74 H 6.903 5.453 -9.096
75 C 3.844 2.244 -11.271
76 O 3.189 3.239 -10.500
77 C 3.679 3.338 -9.193
78 C 2.928 4.403 -8.488
79 O 3.267 4.409 -7.128
80 C 2.928 5.641 -6.527
81 C 3.572 5.721 -5.178
82 O 3.096 4.707 -4.355
83 C 3.579 4.802 -3.028
84 H 4.829 2.584 -11.637
85 H 3.203 2.054 -12.129
86 H 4.026 1.319 -10.711
87 H 4.770 3.545 -9.201
88 H 3.626 2.368 -8.661
89 H 1.832 4.274 -8.590
90 H 3.075 5.369 -9.006
91 H 1.839 5.620 -6.402
92 H 3.289 6.517 -7.080
93 H 3.298 6.711 -4.749
94 H 4.673 5.716 -5.243
95 H 2.969 5.511 -2.451
96 H 4.660 5.006 -3.002
97 H 3.490 3.820 -2.554
98 C 11.344 -0.611 -9.521
99 O 11.360 0.228 -8.418
100 C 10.435 -0.235 -7.444
101 C 10.220 0.785 -6.385
102 O 11.287 0.668 -5.493
103 C 11.403 1.660 -4.557
104 C 11.348 3.077 -5.040
105 O 9.999 3.416 -5.228
106 C 9.780 4.775 -5.421
107 H 11.670 -1.615 -9.212
108 H 12.023 -0.219 -10.276
109 H 10.362 -0.700 -10.017
110 H 10.793 -1.172 -6.986
111 H 9.471 -0.455 -7.942
112 H 9.217 0.716 -5.949
113 H 10.255 1.783 -6.860
114 H 12.379 1.494 -4.103
115 H 10.641 1.549 -3.774
116 H 11.921 3.259 -5.953
117 H 11.714 3.661 -4.181
118 H 10.250 5.373 -4.622
119 H 8.702 4.897 -5.376
120 H 10.203 5.160 -6.360
121 C 9.009 -6.452 -15.512
122 O 9.991 -6.263 -14.515
123 C 10.799 -7.412 -14.307
124 C 11.991 -7.048 -13.468
125 O 11.763 -7.076 -12.130
126 C 10.772 -6.178 -11.703
127 C 10.663 -6.302 -10.213
128 O 9.732 -5.371 -9.708
129 C 10.237 -4.073 -9.658
130 H 8.359 -7.303 -15.259
131 H 9.510 -6.682 -16.466
132 H 8.420 -5.549 -15.605
133 H 11.143 -7.838 -15.268
134 H 10.172 -8.183 -13.821
135 H 12.319 -6.039 -13.775
136 H 12.832 -7.688 -13.726
137 H 9.819 -6.467 -12.161
138 H 11.061 -5.154 -11.954
139 H 11.660 -6.190 -9.761
140 H 10.262 -7.256 -9.868
141 H 10.520 -3.672 -10.635
142 H 11.076 -4.025 -8.957
143 H 9.436 -3.409 -9.329
144 C 9.352 -3.293 -13.285
145 O 9.185 -2.282 -12.306
146 C 9.121 -0.979 -12.897
147 C 10.468 -0.370 -13.244
148 O 11.226 -0.904 -14.242
149 C 10.647 -0.701 -15.488
150 C 11.519 -1.253 -16.577
151 O 11.814 -2.624 -16.416
152 C 10.728 -3.443 -16.734
153 H 9.243 -4.269 -12.821
154 H 10.336 -3.221 -13.760
155 H 8.599 -3.251 -14.092
156 H 8.804 -0.369 -12.049
157 H 8.419 -0.948 -13.733
158 H 11.031 -0.415 -12.307
159 H 10.271 0.711 -13.352
160 H 10.530 0.387 -15.695
161 H 9.616 -1.085 -15.535
162 H 12.466 -0.705 -16.556
163 H 11.070 -1.096 -17.565
164 H 10.284 -3.160 -17.701
165 H 9.910 -3.323 -16.010
166 H 11.104 -4.457 -16.750
167 C 7.349 -1.262 -9.991
168 C 6.449 -0.759 -11.027
169 N 5.793 -0.436 -11.849
170 H 7.731 -2.218 -10.350
171 H 6.837 -1.359 -9.045
172 H 8.176 -0.546 -10.022
173 C 5.435 -4.201 -6.667
174 C 4.982 -3.015 -7.375
175 N 4.655 -2.070 -7.958
176 H 5.519 -4.023 -5.601
177 H 6.399 -4.521 -7.060
178 H 4.727 -5.013 -6.835

As for the calculated total energy: -4252.5107 a.u. The LUMO energy comes out at 0.019 Ha. The value obtained for the HOMO energy is -8.944 eV.



Entry 5:
One molecule with the formula C6H10O, computed with the ωB97M-V functional and the def2-TZVPD basis.

Positions of all 17 atoms, in Å:
1 C 2.455 -0.056 1.091
2 C 0.970 -0.220 0.838
3 C 0.408 0.621 -1.474
4 C 0.463 0.947 -0.106
5 C -0.937 0.656 -0.588
6 C -1.541 -0.682 -0.578
7 O -2.112 -1.024 0.522
8 H 2.680 0.923 1.489
9 H 3.041 -0.223 0.197
10 H 2.709 -0.736 1.891
11 H 0.357 -0.263 1.723
12 H 0.794 -1.134 0.290
13 H 0.507 1.368 -2.274
14 H 0.670 1.862 0.412
15 H -1.607 1.475 -0.742
16 H -2.139 -0.687 -1.514
17 H -0.707 -1.404 -0.944

The energy above the lowest of the compared OMol25 structures with the same formula, charge and spin is 688.90 kJ/mol. As for the calculated total energy: -309.5800 a.u. The LUMO energy comes out at -0.105 Ha. The value obtained for the HOMO energy is -8.298 eV.



Sequential largest force on an atom output: 5.57 3.94 1.29 7.02 4.06 eV/A